Record 1
34
Properties=species:S:1:pos:R:3:forces:R:3 method="wB97M-V/def2-TZVPD" molar_mass_g_mol=305.2 energy_ev=-44945.9995 lumo_ev=-2.16
Cl -2.298 2.109 1.267 -0.559 0.652 -0.313
C -1.275 0.848 1.808 0.861 -1.235 0.425
C -0.062 1.161 2.449 -0.697 -0.155 -0.290
C 0.741 0.155 2.934 -0.191 -1.246 0.037
C 0.385 -1.245 2.792 -1.532 2.075 -1.026
O 1.074 -2.147 3.339 1.100 -1.946 0.363
C -0.818 -1.517 2.032 1.019 0.090 0.748
C -1.642 -0.497 1.605 0.263 0.943 -0.047
H 0.228 2.201 2.574 -0.103 -0.132 -0.016
H 1.651 0.360 3.493 -0.078 0.097 -0.138
H -1.058 -2.560 1.845 -0.121 0.135 0.016
H -2.575 -0.718 1.093 0.126 0.046 0.015
Cl -4.145 -3.792 6.420 -0.203 0.069 0.092
C -2.705 -4.004 5.520 0.952 -0.207 -0.544
C -2.761 -4.542 4.226 0.267 0.015 0.101
C -1.584 -4.748 3.511 0.293 0.164 0.397
C -0.319 -4.415 4.066 -1.035 0.025 0.536
C 0.893 -4.628 3.327 0.549 0.631 0.821
C 2.280 -4.535 3.905 0.499 -0.306 -0.529
C 3.214 -5.203 2.833 -0.651 0.401 0.603
C 2.259 -5.628 1.756 -1.265 0.649 0.824
C 0.956 -5.273 2.069 1.296 -0.630 -1.251
C -0.297 -3.876 5.378 -0.038 -0.066 -0.403
C -1.469 -3.670 6.094 -0.024 -0.163 -0.263
H -3.722 -4.803 3.794 0.152 0.059 0.073
H -1.644 -5.173 2.509 -0.072 0.158 0.315
H 2.571 -3.486 4.047 -0.371 -0.110 0.057
H 2.360 -5.046 4.872 -0.162 0.072 -0.170
H 3.953 -4.477 2.465 -0.134 -0.263 -0.084
H 3.769 -6.035 3.291 -0.116 0.065 -0.381
H 2.578 -6.141 0.850 -0.188 0.108 0.181
H 0.079 -5.482 1.453 0.476 0.086 0.111
H 0.659 -3.593 5.816 -0.285 -0.041 -0.102
H -1.434 -3.258 7.097 -0.028 -0.038 -0.158


Record 2
45
Properties=species:S:1:pos:R:3:forces:R:3 method="wB97M-V/def2-TZVPD" charge=-1 relative_energy_kcal_mol=15.36 molar_mass_g_mol=621.2 energy_ev=-103882.5272 lumo_ev=2.37
Y -0.495 0.386 -0.230 0.836 -0.214 -0.226
Cl 0.130 -2.389 -1.105 0.032 -0.297 -0.033
C 0.328 -2.483 -2.832 -0.015 0.013 0.083
C 0.972 -3.607 -3.315 0.002 -0.006 -0.017
C 1.156 -3.745 -4.680 0.008 -0.002 -0.005
C 0.689 -2.752 -5.525 -0.029 0.051 -0.034
C 0.051 -1.636 -5.007 -0.003 0.009 -0.014
Cl -0.500 -0.447 -6.158 0.012 -0.035 0.116
C -0.160 -1.437 -3.628 -0.069 0.073 -0.098
S -0.980 -0.022 -3.003 0.257 -0.031 0.224
H 1.327 -4.358 -2.622 -0.021 0.036 -0.011
H 1.662 -4.615 -5.079 -0.018 0.029 0.004
H 0.818 -2.830 -6.597 -0.010 0.015 0.039
O 2.526 -1.801 4.912 0.089 -0.052 0.224
C 2.015 -1.413 3.896 -0.138 0.108 -0.288
C 0.583 -0.968 3.698 0.215 -0.061 -0.094
O -0.228 -0.680 4.585 -0.096 0.006 0.147
C 0.393 -0.869 2.284 -0.175 -0.238 0.087
C 1.626 -0.806 1.613 0.224 -0.044 -0.036
O 1.733 -0.421 0.414 -0.308 0.305 -0.156
C 2.706 -1.228 2.543 -0.275 0.109 0.059
O 3.883 -1.354 2.317 0.212 -0.072 -0.041
O -0.741 -0.671 1.657 -0.027 -0.029 0.312
C -1.672 2.413 -0.535 -0.294 0.350 -0.189
H -2.190 2.777 0.363 0.018 -0.091 -0.065
H -2.442 2.321 -1.315 0.002 -0.007 0.027
H -1.007 3.231 -0.858 -0.014 -0.106 0.005
Cl -3.595 0.562 1.623 -0.259 0.094 0.104
C -3.642 -1.159 1.269 0.107 0.013 -0.089
Cl -2.977 -1.474 -0.353 -0.198 0.117 0.036
H -4.670 -1.493 1.278 -0.060 -0.054 0.005
H -3.016 -1.672 1.986 0.096 -0.009 0.044
C -1.191 4.856 1.792 -0.049 -0.046 0.155
N -1.373 3.738 2.704 -0.085 0.193 -0.171
C -2.421 3.617 3.608 0.158 0.122 -0.175
C -2.263 2.436 4.233 0.118 -0.223 -0.088
N -1.141 1.846 3.691 0.106 0.035 0.272
C -0.581 2.635 2.753 -0.093 0.082 0.038
S 0.837 2.317 1.858 -0.296 0.097 -0.037
H -1.242 5.791 2.349 0.014 0.003 0.029
H -1.954 4.836 1.016 0.005 0.012 -0.006
H -0.216 4.752 1.329 0.060 -0.026 -0.028
H -3.174 4.379 3.715 0.067 -0.034 -0.027
H -2.857 1.952 4.989 0.083 0.022 -0.046
H -0.739 0.954 4.002 -0.186 -0.216 -0.036


Record 3
52
Properties=species:S:1:pos:R:3:forces:R:3 method="wB97M-V/def2-TZVPD" relative_energy_kcal_mol=2.20 molar_mass_g_mol=695.6 multiplicity=2 energy_ev=-88985.0714 lumo_ev="-0.81 / -1.41"
Ru -0.087 0.830 0.234 -0.545 -0.014 0.360
N 0.300 4.929 1.420 0.007 -0.010 -0.026
C 0.075 3.722 0.870 -0.038 0.011 0.020
S 0.277 2.333 1.936 0.177 0.122 -0.143
N -0.299 3.704 -0.389 -0.054 -0.025 0.054
N -0.504 2.441 -0.845 0.037 -0.014 0.044
C -0.951 2.243 -2.031 0.073 -0.006 -0.022
C -1.113 0.854 -2.450 -0.006 0.048 0.027
C -1.619 0.500 -3.689 0.010 -0.010 -0.015
C -1.750 -0.842 -3.998 0.002 0.006 0.007
C -1.387 -1.793 -3.059 0.011 -0.010 -0.007
C -0.888 -1.368 -1.841 0.059 -0.007 -0.023
N -0.744 -0.081 -1.548 0.154 0.106 -0.126
H 0.765 4.981 2.307 -0.009 0.000 0.005
H 0.328 5.728 0.809 -0.004 0.001 0.002
H -1.182 3.078 -2.682 -0.004 -0.008 -0.005
H -1.893 1.271 -4.395 -0.001 -0.002 -0.002
H -2.131 -1.144 -4.964 0.002 0.001 -0.001
H -1.471 -2.851 -3.264 -0.003 0.001 0.002
H -0.571 -2.067 -1.079 -0.009 -0.003 0.006
F 1.992 -2.833 -3.234 0.002 0.022 0.017
C 2.689 -2.118 -2.344 -0.001 0.009 0.002
F 1.973 -2.058 -1.211 0.027 -0.017 -0.019
F 3.829 -2.749 -2.088 -0.029 -0.005 0.014
S 2.997 -0.424 -3.004 -0.087 -0.052 -0.035
O 1.688 0.137 -3.180 -0.029 -0.017 -0.043
O 3.842 -0.639 -4.130 -0.003 0.027 0.012
N 3.817 0.241 -1.834 0.128 -0.053 -0.055
S 3.298 1.089 -0.653 -0.017 0.213 0.233
O 3.805 2.419 -0.610 0.041 0.013 0.002
O 1.873 0.959 -0.380 0.167 -0.256 -0.355
C 4.059 0.222 0.782 0.023 0.002 -0.025
F 5.383 0.262 0.703 0.009 -0.002 0.004
F 3.665 -1.050 0.824 0.015 -0.003 0.008
F 3.671 0.826 1.904 -0.012 0.004 0.013
C 0.337 -2.561 2.905 -0.001 -0.004 -0.003
C -0.317 -1.416 2.181 -0.035 0.007 0.006
O 0.375 -0.877 1.303 0.037 -0.039 -0.005
C -1.676 -1.013 2.501 0.022 -0.011 -0.016
C -2.333 -1.665 3.570 -0.004 0.001 0.007
C -3.633 -1.400 3.903 0.009 -0.008 0.005
C -4.343 -0.458 3.146 -0.003 0.009 -0.008
C -3.747 0.191 2.098 -0.011 0.000 0.013
C -2.400 -0.050 1.746 0.010 0.079 -0.005
O -1.958 0.640 0.722 -0.112 -0.104 0.074
H 1.331 -2.704 2.492 -0.002 -0.001 -0.006
H -0.245 -3.477 2.798 -0.005 0.002 0.006
H 0.419 -2.340 3.970 0.007 0.000 -0.002
H -1.787 -2.398 4.147 -0.004 0.000 0.003
H -4.103 -1.910 4.732 0.001 0.000 0.000
H -5.374 -0.237 3.391 0.000 0.000 0.000
H -4.280 0.924 1.508 -0.002 -0.001 0.001


Record 4
42
Properties=species:S:1:pos:R:3:forces:R:3 method="wB97M-V/def2-TZVPD" charge=+2 relative_energy_kcal_mol=0.00 molar_mass_g_mol=662.1 multiplicity=2 energy_ev=-90812.0725 lumo_ev="-7.08 / -9.00"
Fe -0.023 -0.480 0.485 -0.180 0.608 0.263
N -0.141 -0.169 -3.559 -0.080 -0.083 0.022
C 1.054 -0.496 -4.186 -0.004 0.052 0.048
C 1.204 -0.295 -5.554 0.013 0.009 -0.007
C 2.399 -0.627 -6.154 0.022 -0.014 -0.016
C 3.462 -1.158 -5.406 -0.011 0.020 -0.053
C 3.328 -1.359 -4.054 -0.036 0.028 0.048
C 2.116 -1.027 -3.431 0.109 -0.005 -0.153
S 1.982 -1.260 -1.741 -0.010 -0.017 0.062
N 0.435 -0.844 -1.394 0.101 -0.351 -0.554
C -0.425 -0.376 -2.270 0.126 0.081 -0.108
C -1.762 -0.067 -1.732 0.149 0.060 0.085
C -2.903 0.077 -2.490 -0.021 0.086 0.026
C -4.097 0.340 -1.827 -0.023 0.001 -0.072
C -4.090 0.452 -0.451 0.013 0.034 0.069
C -2.895 0.273 0.237 0.027 0.164 -0.076
N -1.752 0.012 -0.391 -0.351 -0.568 0.050
H -0.840 0.305 -4.117 0.001 -0.013 -0.022
H 0.388 0.115 -6.136 0.003 -0.006 0.006
H 2.517 -0.479 -7.218 0.006 0.008 0.006
H 4.391 -1.409 -5.898 -0.007 -0.009 0.000
H 4.144 -1.765 -3.469 -0.009 -0.006 -0.005
H -2.893 -0.030 -3.567 -0.007 -0.006 0.009
H -5.017 0.448 -2.385 0.003 0.011 0.006
H -4.996 0.660 0.099 0.003 0.004 -0.003
H -2.850 0.358 1.315 -0.010 -0.093 0.001
I -0.780 -2.903 1.190 0.011 -0.006 0.127
I 0.561 -3.141 3.469 0.005 -0.040 0.017
C 1.315 4.746 -0.628 0.016 -0.060 0.030
N 1.434 3.448 0.047 0.023 0.120 0.046
C 2.260 3.277 1.115 0.002 -0.005 -0.082
C 2.408 2.098 1.774 -0.012 0.033 -0.042
C 1.612 1.042 1.281 0.088 -0.470 0.181
O 1.523 -0.180 1.693 0.094 0.157 -0.017
N 0.785 1.239 0.243 -0.122 0.335 0.131
C 0.657 2.403 -0.445 0.020 -0.057 -0.091
O -0.054 2.523 -1.433 0.053 -0.033 0.057
H 2.025 5.433 -0.178 -0.009 0.024 -0.012
H 0.304 5.131 -0.517 -0.005 0.000 0.006
H 1.530 4.631 -1.687 0.015 -0.005 -0.004
H 2.816 4.159 1.404 -0.006 -0.004 0.021
H 3.076 1.978 2.611 -0.004 0.016 0.001


Record 5
42
Properties=species:S:1:pos:R:3:forces:R:3 method="wB97M-V/def2-TZVPD" charge=-2 relative_energy_kcal_mol=55.27 molar_mass_g_mol=1180.8 energy_ev=-438602.8935 lumo_ev=3.18
Pt 1.284 -0.114 1.910 -0.015 0.229 0.731
Se 0.360 -2.320 -0.677 -0.096 -0.101 -0.134
P -0.595 -0.411 -0.683 0.220 -0.339 -0.150
Se 0.609 1.266 0.091 -0.119 0.118 -0.403
C -2.197 -0.444 0.193 -0.038 -0.018 -0.017
C -2.641 0.648 0.927 0.016 0.032 0.012
C -3.861 0.594 1.590 0.022 -0.003 -0.011
C -4.641 -0.549 1.512 0.026 -0.012 -0.021
C -4.198 -1.644 0.781 -0.009 0.015 0.016
C -2.976 -1.597 0.130 0.040 -0.001 -0.014
C -1.055 -0.018 -2.422 -0.150 0.272 0.091
C -1.434 -1.031 -3.298 0.052 -0.026 0.061
C -1.818 -0.731 -4.595 -0.004 0.057 -0.049
C -1.817 0.587 -5.040 -0.003 -0.069 0.030
C -1.437 1.601 -4.175 0.011 -0.022 0.053
C -1.064 1.299 -2.870 -0.020 0.058 -0.012
H -2.009 1.522 1.024 -0.017 0.012 0.018
H -4.174 1.431 2.200 0.022 0.005 -0.001
H -5.581 -0.598 2.049 -0.001 -0.003 -0.003
H -4.792 -2.550 0.743 0.000 -0.001 -0.004
H -2.596 -2.465 -0.396 -0.008 0.004 -0.005
H -1.394 -2.059 -2.956 -0.007 0.002 0.008
H -2.107 -1.531 -5.266 0.000 0.002 -0.002
H -2.109 0.817 -6.057 0.001 0.002 -0.001
H -1.429 2.630 -4.514 0.004 0.003 0.015
H -0.768 2.094 -2.197 -0.007 0.007 -0.011
I 5.223 -0.878 -2.585 0.044 -0.034 -0.167
C 4.849 -0.468 -0.583 0.043 0.018 0.105
C 5.891 -0.214 0.295 -0.134 -0.014 -0.038
C 5.565 0.046 1.613 0.003 0.016 0.097
C 4.236 0.042 2.005 -0.008 0.043 0.096
N 3.243 -0.199 1.142 0.214 -0.099 -0.336
C 3.539 -0.451 -0.140 0.014 -0.028 0.155
H 6.920 -0.220 -0.041 -0.005 -0.003 -0.016
H 6.328 0.257 2.350 -0.003 0.002 -0.014
H 3.932 0.269 3.024 -0.004 0.027 -0.014
H 2.705 -0.660 -0.797 -0.048 0.008 0.010
Se 2.650 2.208 4.497 0.042 -0.095 -0.032
Sb 0.479 1.390 5.279 -0.038 -0.104 0.149
Se -0.372 -0.343 3.478 -0.067 -0.100 -0.118
Se -1.217 3.115 5.439 -0.046 0.005 -0.067
Se 0.470 -0.321 7.021 0.074 0.136 -0.008


Record 6
38
Properties=species:S:1:pos:R:3:forces:R:3 method="wB97M-V/def2-TZVPD" charge=+3 relative_energy_kcal_mol=23.77 molar_mass_g_mol=526.7 multiplicity=2 energy_ev=-48146.5723 lumo_ev="-10.87 / -11.25"
Re -1.083 -0.426 0.794 0.095 0.062 -0.060
C 0.596 -0.167 4.795 -0.004 -0.012 -0.008
C 1.939 0.022 4.523 0.006 -0.001 -0.007
C 2.393 -0.029 3.203 0.013 -0.006 0.026
C 1.487 -0.254 2.196 -0.004 -0.041 -0.068
N 0.155 -0.411 2.465 0.004 0.019 0.041
C -0.271 -0.382 3.739 -0.004 0.023 0.009
C 1.835 -0.465 0.771 -0.007 0.010 0.032
C 3.098 -0.550 0.221 0.009 0.004 -0.011
C 3.215 -0.930 -1.114 0.005 -0.003 0.014
C 2.092 -1.286 -1.855 -0.008 0.001 -0.009
C 0.851 -1.188 -1.256 -0.022 -0.007 -0.030
N 0.754 -0.712 0.002 -0.034 -0.168 0.096
C -0.443 -1.677 -1.785 0.051 0.012 0.054
C -0.622 -2.256 -3.016 -0.012 -0.027 -0.021
C -1.870 -2.797 -3.335 0.009 0.003 0.000
C -2.894 -2.752 -2.407 0.006 -0.005 0.001
C -2.659 -2.146 -1.185 -0.006 0.024 -0.013
N -1.466 -1.606 -0.880 -0.046 0.055 0.003
H 0.214 -0.149 5.806 -0.002 -0.007 -0.001
H 2.642 0.195 5.329 0.003 0.001 -0.003
H 3.444 0.091 2.984 -0.001 -0.004 -0.001
H -1.333 -0.525 3.896 -0.002 0.008 0.001
H 3.981 -0.360 0.814 -0.001 0.002 -0.001
H 4.197 -1.002 -1.565 0.001 -0.001 0.002
H 2.200 -1.660 -2.863 -0.003 0.000 0.001
H 0.192 -2.311 -3.725 0.000 0.001 0.002
H -2.025 -3.262 -4.300 0.001 0.002 -0.002
H -3.867 -3.175 -2.615 0.001 -0.004 0.005
H -3.430 -2.074 -0.430 -0.003 0.006 -0.002
C -2.195 5.113 -1.961 -0.061 0.089 -0.058
O -1.922 3.813 -1.177 -0.222 -0.485 0.131
C -0.929 3.727 -0.478 0.329 1.576 -0.719
S 0.393 4.094 0.166 0.098 -0.351 0.302
S -1.908 1.460 0.567 -0.203 -0.708 0.244
H -3.085 4.873 -2.527 -0.004 -0.024 0.017
H -1.321 5.281 -2.582 0.013 -0.026 0.014
H -2.358 5.882 -1.213 0.002 -0.021 0.021